# 1
The following is a quantum chemistry calculation of a molecular structure, C25H37LuN3OP2 in a non-equilibrium geometry, from the OMol25 dataset.

The geometry in XYZ format:
```
69
Properties=species:S:1:pos:R:3
Lu -0.278 0.045 -0.585
P 1.678 -1.827 -0.184
P 0.408 1.553 2.023
O -1.746 -0.922 0.127
N 3.155 1.467 -0.932
N -2.948 -2.323 1.340
N -3.885 -0.372 0.387
C 1.134 5.092 -0.776
C 3.419 -1.536 -0.819
C 1.584 4.500 0.418
C -0.489 2.674 3.082
C 1.193 -3.125 -1.387
C -5.229 -0.760 0.747
C 3.850 -1.185 -3.308
C 2.124 1.055 -3.192
C 2.492 0.489 -4.438
C 2.079 -2.925 1.224
C 1.940 3.164 0.451
C 2.192 2.494 -0.814
C 1.044 1.964 -2.919
C 0.960 4.305 -1.932
C 1.999 2.346 1.723
C 3.433 -0.542 -4.481
C -4.241 -2.819 1.747
C 0.597 0.004 2.891
C 3.417 -0.717 -2.082
C -3.636 0.770 -0.507
C -1.765 -3.189 1.399
C 1.394 2.959 -1.932
C 2.898 0.641 -2.033
C -2.882 -1.215 0.638
C -5.153 -1.645 1.955
H 3.881 -2.516 -1.000
H -4.800 -1.061 2.808
H 0.119 2.951 3.958
H 0.601 0.233 3.968
H -0.927 -2.691 1.922
H -2.047 -4.091 1.961
H 2.230 3.001 2.577
H 2.050 0.895 -5.358
H -1.408 -3.481 0.393
H 0.417 2.279 -3.752
H 2.652 -3.800 0.861
H 1.179 -3.309 1.727
H -1.415 2.192 3.428
H 0.897 6.153 -0.792
H 1.682 5.081 1.342
H -5.770 0.166 0.921
H 3.803 -0.910 -5.446
H -0.491 1.484 0.839
H 3.960 -1.001 -0.025
H 0.483 4.729 -2.825
H 2.772 1.564 1.608
H -4.640 -3.480 0.966
H -6.150 -2.006 2.193
H -2.909 1.478 -0.063
H 1.321 -2.775 -2.419
H -4.587 1.296 -0.632
H 4.539 -2.028 -3.322
H 1.825 -4.018 -1.242
H -5.689 -1.290 -0.098
H 1.535 -0.502 2.627
H 0.142 -3.418 -1.234
H -4.084 -3.403 2.650
H -0.331 0.901 -2.070
H -3.274 0.455 -1.504
H 2.696 -2.409 1.977
H -0.754 3.588 2.532
H -0.243 -0.678 2.691
```

Results
Energy above the lowest of the compared OMol25 structures with the same formula, charge and spin = 0.0 kcal per mole
Gap between HOMO and LUMO (spin up / spin down) = 4.2 / 5.6 eV
Charge = +1
E_HOMO (spin up / spin down) = -6.991 / -8.170 eV

---

# 2
The following is a quantum chemistry calculation of C25H37N3O2 in the gas phase, from the OMol25 dataset.

The geometry in XYZ format:
```
67
Properties=species:S:1:pos:R:3
O -2.171 2.606 -0.919
O -0.946 -2.708 -1.856
N -3.186 0.572 -1.073
N 2.416 -1.776 1.707
N 0.638 -2.016 -0.401
C 1.972 -0.991 2.845
C 2.019 -3.171 1.771
C 1.755 3.105 0.604
C 2.144 0.492 2.529
C 4.101 -0.124 1.130
C -1.458 -0.865 -0.372
C 3.794 2.300 1.845
C -6.717 0.061 -1.014
C 3.048 2.878 -1.825
C -5.540 0.721 -0.292
C -2.136 1.394 -0.891
C 3.840 -1.579 1.509
C -2.853 -0.833 -1.006
C 3.718 2.580 -0.651
C 1.723 3.276 -1.786
C -4.507 1.065 -1.389
C 2.073 -3.868 0.401
C -6.085 -0.580 -2.246
C 1.676 -2.947 -0.765
C 3.078 2.678 0.578
C -0.901 0.535 -0.652
C -5.071 0.469 -2.693
C -0.579 -1.971 -0.963
C 3.605 0.818 2.227
C 1.078 3.397 -0.567
H -1.535 -1.025 0.708
H -2.807 -1.284 -2.006
H 1.789 1.087 3.373
H -5.579 1.254 -3.254
H 3.075 -4.252 0.206
H 4.863 2.490 1.727
H 1.307 -3.539 -1.606
H -5.097 0.029 0.424
H -6.817 -0.805 -3.021
H 0.916 -1.207 3.033
H 2.549 -2.375 -1.094
H -0.297 0.555 -1.563
H -7.236 -0.660 -0.384
H 1.250 3.217 1.554
H 0.907 -1.390 0.348
H -4.283 0.060 -3.322
H 4.754 2.273 -0.690
H -7.435 0.821 -1.327
H -5.847 1.610 0.257
H -3.587 -1.384 -0.416
H -4.377 2.148 -1.479
H 0.986 -3.195 2.128
H -5.579 -1.507 -1.973
H 4.408 -1.837 2.422
H -0.299 0.946 0.157
H 1.397 -4.723 0.441
H 5.169 0.022 0.961
H 3.570 0.094 0.202
H 2.536 -1.246 3.760
H 3.563 2.796 -2.772
H 4.181 -2.234 0.706
H 1.194 3.499 -2.700
H 0.042 3.702 -0.535
H 4.194 0.634 3.134
H 1.538 0.737 1.655
H 3.429 2.916 2.669
H 2.629 -3.743 2.491
```

Results
Energy above the lowest of the compared OMol25 structures with the same formula, charge and spin = 1.8 kcal per mole
Gap between HOMO and LUMO = 9.6 eV
Charge = 0
SMILES = O=C(NCCCN1CCC(Cc2ccccc2)CC1)[C@H]1CC(=O)N(C2CCCC2)C1
E_HOMO = -8.910 eV

---

# 3
The following is a quantum chemistry calculation of a molecular structure, C25H37N4O2RuS4, from the OMol25 dataset.

The geometry in XYZ format:
```
73
Properties=species:S:1:pos:R:3
Ru -1.041 -0.525 0.129
S -3.362 -0.293 0.495
S -1.560 -2.145 -1.453
S -4.121 -3.346 -2.434
S -5.777 -1.693 -0.629
O -6.752 -3.475 -2.309
O 1.385 -0.266 2.213
N -0.931 -1.993 1.788
N -1.009 1.018 1.883
N -1.247 0.811 -1.580
N 1.107 -0.541 -0.360
C -1.247 2.480 1.949
C 1.914 3.101 -0.291
C -0.189 -2.045 2.908
C 1.861 -2.093 -2.298
C -1.638 -3.679 3.925
C 2.561 2.251 -2.439
C 1.924 -1.718 -0.801
C 2.450 3.314 -1.559
C -0.544 -2.844 3.993
C -2.350 -3.705 2.737
C -3.279 -2.223 -1.387
C 1.164 -1.371 3.022
C -1.698 2.228 -1.677
C -1.971 -2.857 1.721
C 2.134 0.981 -2.055
C -1.238 3.070 -0.505
C -4.040 -1.463 -0.560
C 1.769 4.241 0.681
C -2.081 2.957 0.772
C 1.498 1.831 0.066
C -5.764 -2.952 -1.881
C 1.595 0.713 -0.789
C 3.394 -1.474 -0.419
C 3.157 2.442 -3.810
C 1.512 -2.975 -0.023
H -0.275 2.978 1.933
H 1.108 1.690 1.061
H -0.214 2.752 -0.294
H -2.520 -2.866 0.795
H -1.719 2.728 2.903
H 0.076 -2.814 4.879
H 0.839 -2.208 -2.641
H -1.835 0.256 -2.196
H -2.555 3.911 1.005
H 3.298 3.499 -4.035
H -0.159 0.771 2.389
H 2.596 4.946 0.586
H -1.775 0.548 2.357
H -0.308 0.740 -1.972
H 4.130 1.952 -3.883
H 1.748 3.882 1.710
H 2.518 2.013 -4.583
H 2.137 -3.806 -0.352
H 2.242 0.196 -2.787
H -1.164 4.114 -0.816
H 0.477 -3.255 -0.184
H -1.918 -4.300 4.765
H 2.784 4.303 -1.852
H 2.363 -3.052 -2.445
H 3.832 -0.612 -0.919
H 0.844 4.798 0.501
H -2.893 2.244 0.627
H -1.287 2.643 -2.600
H 2.352 -1.384 -2.961
H 1.309 -1.077 4.063
H -3.201 -4.354 2.590
H 3.476 -1.311 0.659
H 1.318 -0.550 1.255
H -2.785 2.223 -1.775
H 1.904 -2.159 2.823
H 3.990 -2.351 -0.677
H 1.679 -2.852 1.047
```

Results
Energy above the lowest of the compared OMol25 structures with the same formula, charge and spin = 4.8 kcal per mole
⟨S²⟩ = 0.7581
Gap between HOMO and LUMO (spin up / spin down) = 7.2 / 5.7 eV
Charge = 0
Spin multiplicity = 2
E_HOMO (spin up / spin down) = -7.011 / -6.938 eV

---

# 4
The following is a quantum chemistry calculation of a molecular structure, C25H37N4O3PdSi2 in a non-equilibrium geometry, from the OMol25 dataset.

The geometry in XYZ format:
```
72
Properties=species:S:1:pos:R:3
Pd 0.133 0.326 0.138
Si -0.475 -2.211 -0.567
Si -2.720 -0.800 1.393
O -3.142 3.052 -6.135
O 6.254 -3.225 -0.111
O -4.417 4.601 -5.219
N 4.468 -1.132 -0.621
N 0.565 1.596 1.874
N 2.440 0.188 -0.250
N -0.971 2.346 -0.219
C -2.776 3.535 -1.408
C -1.123 2.964 0.910
C -1.661 2.691 -1.369
C -3.373 3.856 -2.609
C 0.798 -2.507 0.861
C 4.936 -3.510 -0.506
C 5.799 -0.836 -0.112
C 1.326 1.224 2.895
C -1.300 -3.916 -0.775
C -3.900 -2.295 1.354
C -1.181 2.162 -2.574
C -2.870 3.358 -3.809
C -1.553 -0.918 2.907
C 0.300 2.820 4.351
C 3.417 -0.417 -0.405
C -1.770 2.497 -3.772
C 0.385 -1.707 -2.212
C 4.376 -2.376 -1.373
C -3.478 3.650 -5.152
C 6.316 -2.055 0.668
C -0.336 2.588 2.047
C 1.238 1.806 4.150
C -1.660 -0.782 -0.168
C -0.495 3.210 3.296
C -3.735 0.813 1.546
H -2.147 -3.886 -1.446
H -4.259 4.475 -2.582
H -3.099 1.646 1.831
H -1.415 2.098 -4.710
H 1.147 -1.583 1.341
H 4.975 -4.441 -1.073
H 5.765 0.044 0.531
H -3.373 -3.233 1.488
H 0.205 3.295 5.315
H -1.831 3.781 1.041
H -1.515 -1.928 3.300
H 1.143 -2.424 -2.512
H -4.244 1.083 0.625
H 2.053 0.442 2.698
H -1.646 -4.305 0.175
H 6.467 -0.647 -0.963
H 5.728 -2.185 1.592
H 0.858 -0.719 -2.146
H -0.537 -0.622 2.639
H 4.297 -3.655 0.381
H -1.898 -0.267 3.705
H -2.167 -0.375 -1.043
H -0.324 1.492 -2.534
H -0.349 -1.663 -3.010
H 0.341 -3.126 1.627
H -0.589 -4.630 -1.174
H 1.882 1.482 4.951
H -3.202 3.925 -0.498
H 3.334 -2.563 -1.635
H -1.243 3.979 3.416
H -4.450 -2.350 0.421
H 4.978 -2.290 -2.286
H -4.617 5.029 -4.377
H 1.667 -3.042 0.486
H 7.366 -1.919 0.928
H -4.491 0.697 2.317
H -4.625 -2.209 2.155
```

Results
Energy above the lowest of the compared OMol25 structures with the same formula, charge and spin = 1.0 kcal per mole
Gap between HOMO and LUMO (spin up / spin down) = 6.8 / 6.8 eV
Charge = +1
E_HOMO (spin up / spin down) = -11.188 / -10.920 eV

---

# 5
The following is a quantum chemistry calculation of a molecular structure, C25H37N5Ru, from the OMol25 dataset.

The geometry in XYZ format:
```
68
Properties=species:S:1:pos:R:3
Ru 0.099 0.322 -1.028
N -2.121 -0.116 -2.285
N 0.109 0.342 1.003
N -0.335 2.645 -1.818
N 2.423 0.375 -1.835
N -0.173 -1.946 -1.789
C 2.742 -1.311 1.692
C -1.776 -3.775 -1.725
C 2.663 0.018 2.461
C -4.118 -3.231 -1.821
C -2.546 0.511 2.361
C -1.454 -2.406 -1.875
C -2.494 -1.464 -2.081
C -2.759 1.708 1.423
C -0.705 -4.680 -1.559
C -2.836 -0.820 1.652
C 0.575 -4.203 -1.505
C -3.799 -1.875 -2.019
C -1.159 0.578 4.411
C 0.029 0.515 5.133
C 3.118 1.189 1.580
C 2.437 2.559 -3.020
C 0.791 -2.822 -1.605
C 0.071 0.363 2.301
C -3.132 -4.169 -1.707
C 1.827 3.780 -2.328
C 3.191 1.615 -2.076
C 1.236 0.342 4.462
C 0.755 3.497 -1.284
C 1.302 0.250 3.093
C -1.189 0.497 3.040
H 3.119 2.929 -3.786
H -0.912 -5.739 -1.469
H -1.483 -0.031 -3.067
H 3.023 2.139 2.107
H -2.727 -1.658 2.343
H 3.764 -1.478 1.340
H 2.460 -2.149 2.330
H 1.662 1.988 -3.541
H -0.528 2.925 -2.774
H 1.410 4.443 -3.092
H -3.856 -0.831 1.264
H 2.391 -0.152 -2.700
H 1.795 -2.421 -1.518
H -3.808 1.761 1.120
H 2.154 0.268 5.034
H -2.494 2.643 1.918
H -2.147 1.596 0.531
H 1.179 2.994 -0.414
H -2.145 -0.963 0.824
H 1.419 -4.864 -1.368
H -3.279 0.607 3.165
H 0.011 0.581 6.212
H 0.362 4.458 -0.945
H -3.375 -5.218 -1.589
H 2.627 4.335 -1.833
H 4.163 1.059 1.290
H -4.592 -1.145 -2.133
H 2.501 1.223 0.686
H -2.922 0.482 -2.428
H 4.172 1.379 -2.494
H -5.157 -3.528 -1.783
H -1.178 2.834 -1.289
H 2.065 -1.293 0.840
H -2.096 0.688 4.945
H 2.919 -0.196 -1.158
H 3.356 2.100 -1.114
H 3.372 -0.054 3.289
```

Results
⟨S²⟩ = 8.8187
Gap between HOMO and LUMO (spin up / spin down) = 6.7 / 6.7 eV
Charge = +1
Spin multiplicity = 6
E_HOMO (spin up / spin down) = -9.532 / -10.288 eV

---

# 6
The following is a quantum chemistry calculation of 3 unconnected molecules or ions with the total composition C25H37NO9S2 in a non-equilibrium geometry, from the OMol25 dataset.

The geometry in XYZ format:
```
74
Properties=species:S:1:pos:R:3
S -1.395 -3.891 -4.173
S -3.789 4.340 3.863
O 4.716 -1.746 -2.288
O 1.471 0.915 1.347
O -4.507 3.310 3.145
O 1.892 -2.639 -0.023
O -0.588 -2.705 -4.329
O -2.785 -3.935 -4.563
O 3.694 1.155 0.723
O -3.881 5.736 3.503
O 2.981 2.174 2.775
N 3.168 -0.829 -0.793
C -4.122 4.180 5.614
C -0.106 -6.181 -3.762
C -1.261 -4.459 -2.487
C 3.026 0.610 -0.447
C -2.820 3.694 6.254
C 0.498 0.414 -1.064
C 1.536 1.154 -0.099
C -2.065 3.889 3.948
C -1.091 -5.967 -2.611
C 5.866 -1.010 -0.254
C -3.604 0.599 -1.784
C 3.714 1.325 -1.741
C 1.275 2.742 -0.179
C -1.666 4.198 5.385
C 3.272 -1.772 1.798
C 2.741 1.491 1.766
C 2.741 -1.748 0.293
C -1.573 -0.176 -3.372
C -3.182 1.487 0.699
C -2.049 0.393 -1.938
C -1.637 1.279 0.543
C -1.041 0.721 -0.771
C 4.558 -1.218 -1.145
C -0.549 -5.281 -4.918
C -4.170 1.132 -0.441
H 2.376 -1.534 2.489
H -2.050 -6.435 -2.854
H -4.413 5.161 5.994
H 2.278 3.307 -0.275
H 5.792 -1.394 0.816
H -5.311 1.245 -0.364
H -2.807 2.600 6.278
H 0.302 -4.919 -5.495
H 4.852 1.472 -1.591
H 3.693 -2.809 2.057
H 0.620 3.072 -1.055
H 0.709 0.819 -2.129
H -0.727 -6.407 -1.680
H -3.655 1.889 1.682
H 0.614 -0.719 -1.125
H -1.989 2.819 3.740
H 6.212 0.077 -0.303
H -2.151 -4.172 -1.926
H -4.934 3.468 5.764
H -0.720 3.720 5.650
H -0.957 1.536 1.418
H -1.495 4.456 3.212
H -1.733 -1.314 -3.329
H 3.480 0.755 -2.718
H -2.733 4.046 7.285
H -2.245 0.204 -4.236
H -0.374 -3.997 -2.048
H 3.303 2.389 -1.914
H 6.703 -1.632 -0.756
H -0.509 0.122 -3.652
H 0.900 -5.896 -3.438
H -1.255 -5.793 -5.575
H 4.082 -1.003 2.036
H -1.548 5.279 5.517
H 0.770 3.126 0.786
H -0.066 -7.228 -4.071
H -4.283 0.309 -2.663
```

Results
Gap between HOMO and LUMO = 7.7 eV
Charge = 0
SMILES = CC(=O)N(C(C)=O)[C@]1(C)OC(=O)O[C@]1(C)Cc1ccccc1C.O=S1(=O)CCCC1.O=S1(=O)CCCC1
E_HOMO = -7.988 eV

---

# 7
The following is a quantum chemistry calculation of a molecular structure, C25H37O6PtS, from the OMol25 dataset.

The geometry in XYZ format:
```
70
Properties=species:S:1:pos:R:3
Pt 0.829 -1.041 -0.274
S 3.409 -0.185 0.995
O -0.160 -1.892 1.419
O 3.480 0.015 -0.572
O 2.010 0.053 1.354
O -1.882 2.122 -1.493
O 4.003 -1.411 1.397
O -1.292 0.734 1.148
C -1.247 -0.523 -3.256
C -3.151 2.187 -2.110
C 2.757 -2.720 -3.739
C -1.886 2.637 -0.179
C 0.238 -3.246 1.704
C 4.187 -4.134 -1.841
C 1.603 3.074 -3.510
C 4.390 1.151 1.557
C 1.959 -1.070 -2.134
C 3.460 -3.017 -1.460
C 2.748 -2.291 -2.411
C 3.488 -3.835 -4.118
C -1.538 -1.595 1.718
C -2.346 1.654 0.870
C 1.866 1.771 -3.116
C 1.720 2.440 -0.813
C 1.410 4.063 -2.559
C 1.475 3.744 -1.210
C -1.623 -1.324 -2.015
C 1.919 1.443 -1.765
C 4.206 -4.543 -3.167
C -1.609 -0.168 2.190
C -0.444 -2.114 -1.451
C 2.257 0.050 -1.358
C -2.758 -2.300 -2.333
H -2.144 -1.759 0.822
H -0.755 -1.168 -3.992
H 5.397 0.998 1.171
H 1.303 -3.313 1.501
H 2.058 1.018 -3.870
H -3.081 -2.848 -1.445
H 1.216 5.082 -2.868
H -1.867 -2.270 2.509
H -2.603 2.200 1.785
H -3.537 3.212 -2.105
H -2.610 0.014 2.591
H -2.510 3.538 -0.127
H -0.601 0.322 -3.015
H 1.320 4.511 -0.462
H 1.712 2.193 0.241
H -3.623 -1.772 -2.737
H -0.859 2.920 0.047
H -0.890 -0.030 3.003
H 4.773 -5.418 -3.456
H 0.041 -3.451 2.756
H -0.816 -2.865 -0.747
H 1.565 3.316 -4.564
H -2.438 -3.034 -3.077
H 3.442 -2.730 -0.420
H -3.030 1.863 -3.141
H -3.886 1.536 -1.624
H -3.241 1.112 0.538
H -2.137 -0.118 -3.737
H 1.267 -0.835 -2.933
H 4.737 -4.691 -1.094
H -0.309 -3.952 1.077
H 3.491 -4.151 -5.152
H -1.972 -0.615 -1.254
H 0.071 -2.658 -2.243
H 4.391 1.097 2.644
H 3.973 2.090 1.202
H 2.194 -2.170 -4.484
```

Results
Energy above the lowest of the compared OMol25 structures with the same formula, charge and spin = 1.4 kcal per mole
Gap between HOMO and LUMO = 8.9 eV
Charge = +1
E_HOMO = -11.506 eV

---

- What is the formula in the fourth record?
  C25H37N4O3PdSi2